ORCA calculation (the ωB97M-V functional and the def2-TZVPD basis) on a 14-piece molecular cluster, C63H91N7O7 overall in a non-equilibrium geometry.

As for the HOMO-LUMO gap: 9.7 eV.

ORCA input file:
```
! RIJCOSX wB97M-V def2-TZVPD def2/J DEFGRID3
* xyz 0 1
O -0.849 -2.816 -6.089
O -0.557 -0.664 0.065
O 4.669 4.554 -0.055
O 3.717 -3.215 -2.555
O -4.297 1.283 -2.472
O -1.940 -6.650 0.480
O -1.718 0.238 3.936
N -4.334 -2.384 1.742
N 6.731 1.313 -3.754
N 1.379 -5.221 6.050
N -5.679 2.730 1.439
N 1.111 1.931 -4.003
N 2.051 1.531 5.052
N 0.106 5.579 -1.402
C 2.569 -5.722 5.703
C -0.261 -3.207 -4.876
C -5.420 1.678 -3.222
C 2.266 -3.568 -0.849
C 6.202 0.106 -4.019
C 3.170 -5.446 4.485
C -3.486 -1.536 -0.357
C -1.842 -6.799 1.896
C -0.042 0.158 -1.006
C 2.923 3.943 1.356
C -1.411 0.224 6.294
C -5.084 -3.252 1.038
C -1.885 -5.357 2.387
C 4.417 1.166 5.013
C -1.481 -1.565 -5.912
C 4.231 -0.059 4.413
C 1.410 1.772 -5.301
C -1.467 -1.193 5.758
C 2.944 -0.474 4.107
C 4.693 1.806 -2.557
C 1.315 0.316 0.958
C 0.731 -4.484 5.149
C 2.527 -4.624 3.574
C -1.570 6.203 0.195
C -2.936 2.524 1.962
C 4.917 -0.264 -3.681
C -1.187 -2.672 -3.794
C -0.163 6.696 -2.078
C -4.235 -2.478 -1.039
C 0.981 1.086 -0.302
C 3.300 1.935 5.319
C -1.627 1.115 5.059
C 5.193 3.428 0.639
C -2.192 -1.016 4.431
C 3.738 -4.621 -2.427
C -5.067 -3.332 -0.328
C 4.046 2.967 1.559
C 1.879 0.340 4.464
C 1.029 2.661 -6.304
C -1.761 -1.365 -4.383
C -5.250 3.200 -3.410
C 0.470 3.065 -3.679
C 5.939 2.160 -3.076
C 2.494 -4.895 -1.562
C 3.248 4.539 -0.027
C -3.804 3.463 -2.992
C -0.585 5.360 -0.279
C -5.122 3.232 2.555
C -3.544 -1.576 1.044
C -3.770 3.201 2.853
C 0.465 3.861 -5.933
C -1.075 7.659 -1.636
C -3.169 2.085 -2.769
C -1.390 -5.381 0.061
C 0.146 4.050 -4.609
C 4.177 0.566 -2.844
C -4.866 2.018 0.654
C 2.579 -2.588 -1.970
C -0.948 -4.754 1.370
C 0.000 -0.331 1.331
C 1.282 -4.124 3.919
C -1.777 7.400 -0.476
C -3.502 1.858 0.900
H 0.731 -3.454 3.271
H 3.735 1.931 1.397
H 2.592 -5.682 -0.804
H -5.956 3.719 -2.758
H -1.549 -5.215 3.416
H -0.922 -7.288 2.239
H -2.895 -4.952 2.308
H 6.367 3.139 -2.907
H -0.441 -1.529 5.575
H 4.512 -1.223 -3.975
H -0.880 0.792 -1.298
H -0.306 -4.267 5.373
H -4.131 -2.542 -2.116
H -2.185 -4.810 -0.425
H 5.424 1.482 5.254
H -2.837 -1.327 -4.222
H -0.615 0.346 1.931
H 0.414 -0.432 -1.797
H 4.604 -4.911 -1.828
H 2.792 -1.418 3.599
H 3.194 0.321 -2.468
H 0.114 -1.245 1.921
H -2.565 1.654 5.226
H -2.618 1.707 -3.639
H -0.777 -0.783 -6.224
H 1.248 -3.515 -0.460
H 1.718 0.901 1.787
H 0.189 4.536 -6.735
H 6.823 -0.568 -4.599
H 3.345 2.890 5.823
H 0.466 6.845 -2.948
H 4.406 2.947 2.592
H 1.608 -5.239 -2.104
H -1.265 -0.506 -3.935
H 1.854 0.801 -5.490
H -0.564 0.508 6.918
H -1.945 -1.932 6.400
H 2.033 -0.496 0.798
H 2.833 4.749 2.085
H -3.790 4.047 -2.070
H 1.153 2.298 -7.315
H -1.894 2.378 2.222
H -1.961 -1.842 3.755
H -1.304 8.520 -2.248
H -3.025 -0.815 1.618
H -2.388 -1.475 -6.505
H -0.401 4.435 0.258
H 1.902 1.206 -0.878
H -5.677 -3.905 1.669
H -5.608 3.486 -4.401
H 1.729 -2.540 -2.662
H -2.138 5.957 1.082
H -1.998 -3.375 -3.601
H -2.828 -0.835 -0.843
H 0.098 -5.044 1.513
H 4.197 2.497 -1.888
H 2.861 -1.585 -1.659
H -5.859 3.735 3.172
H 2.999 -3.431 -0.051
H -2.499 2.036 -1.912
H 2.830 3.858 -0.781
H -2.502 8.125 -0.125
H 0.673 2.099 -0.037
H 5.465 2.623 -0.046
H 5.027 -0.782 4.285
H 3.103 -6.308 6.439
H -3.228 4.073 -3.693
H 1.988 3.375 1.385
H 2.854 5.541 -0.164
H -2.872 1.242 0.271
H -2.274 0.328 6.962
H -5.432 1.139 -4.179
H -2.671 -7.422 2.233
H -5.295 1.577 -0.236
H -0.334 4.941 -4.226
H 6.049 3.652 1.274
H -0.565 -5.576 -0.625
H 3.000 -4.484 2.610
H -0.631 -2.498 -2.870
H -3.284 -0.944 4.490
H 0.215 3.278 -2.647
H 0.764 -2.820 -4.780
H -0.955 -3.662 1.462
H 3.672 -5.147 -3.379
H 4.159 -5.833 4.274
H 0.853 0.112 4.196
H -3.355 3.633 3.752
H -5.736 -4.069 -0.756
H -0.805 1.815 4.911
H -6.366 1.383 -2.768
H -0.221 -4.298 -4.853
*
```


ORCA calculation (the ωB97M-V functional and the def2-TZVPD basis) on a 2-piece molecular cluster, C14H16O overall in a non-equilibrium geometry.

The SMILES is Cc1ccc(O)cc1.Cc1ccccc1. Its energy above the lowest of the compared OMol25 structures with the same formula, charge and spin is 86.8 kcal per mole. As for the HOMO-LUMO gap: 8.9 eV.

ORCA input file:
```
! RIJCOSX wB97M-V def2-TZVPD def2/J DEFGRID3
* xyz 0 1
O -3.474 0.941 0.252
C -0.279 1.232 1.842
C -0.667 1.453 3.137
C 2.339 -2.825 -2.110
C 0.428 1.289 4.182
C 1.446 -0.854 -3.089
C 2.381 -1.811 -3.028
C -2.615 1.266 1.225
C -1.220 1.158 0.758
C -3.090 1.313 2.549
C 0.295 -0.835 -2.268
C -2.039 1.507 3.443
C 1.867 0.343 -3.840
C 0.231 -1.942 -1.377
C 1.218 -2.968 -1.329
H 2.861 -3.679 -2.447
H 0.917 -3.886 -0.742
H -0.418 -0.057 -2.187
H -2.315 1.764 4.485
H -4.341 0.928 0.336
H 0.955 2.369 4.361
H 1.009 0.817 -4.275
H -0.732 -2.025 -0.880
H 0.163 1.086 5.195
H 2.974 -1.715 -4.044
H -0.904 0.884 -0.305
H -4.136 1.342 2.905
H 2.426 1.165 -3.463
H 2.534 0.079 -4.679
H 0.737 1.010 1.535
H 1.447 0.650 3.856
*
```


ORCA calculation (the ωB97M-V functional and the def2-TZVPD basis) on C23H18N5O3S3Tc as an isolated structure in a non-equilibrium geometry.

Its energy above the lowest of the compared OMol25 structures with the same formula, charge and spin is 0.8 kcal per mole. As for the HOMO-LUMO gap (spin up / spin down): 7.5 / 5.7 eV. As for the expectation value of S²: 3.78.

ORCA input file:
```
! RIJCOSX wB97M-V def2-TZVPD def2/J DEFGRID3
* xyz 1 4
Tc 0.159 0.753 -0.100
S 0.232 -0.215 4.472
S 2.303 4.745 0.993
S 2.287 0.896 -4.275
O 3.318 -2.347 0.825
O -1.354 1.935 -0.076
O 1.157 -0.958 0.233
N 0.135 0.604 2.096
N -1.057 -0.689 -0.848
N 1.040 0.824 -1.807
N -0.525 -1.953 -0.943
N 1.224 2.500 0.608
C -2.959 0.696 -1.397
C -1.138 -1.502 2.413
C 2.088 3.726 2.349
C 1.472 2.581 1.967
C 2.736 -5.719 -0.316
C -4.469 3.036 -1.501
C -4.193 0.733 -2.071
C -3.267 3.044 -0.825
C 0.652 -2.017 -0.368
C 1.572 0.857 -2.868
C -2.481 1.883 -0.760
C -4.936 1.886 -2.129
C 1.396 -3.276 -0.339
C 1.101 1.211 4.092
C 1.471 -5.630 -0.902
C -2.247 -0.537 -1.356
C 1.579 3.597 -0.033
C 3.325 -4.613 0.250
C 2.669 -3.379 0.248
C 0.943 1.495 2.772
C 0.818 -4.422 -0.910
C -0.299 -0.362 2.862
C 1.341 3.883 -1.469
H 4.305 -4.666 0.703
H -0.531 -2.404 2.324
H 3.262 -6.665 -0.306
H 2.767 -1.554 0.738
H -1.937 -1.692 3.129
H 0.293 3.697 -1.708
H -4.553 -0.168 -2.553
H -2.914 3.938 -0.329
H -5.060 3.942 -1.541
H -0.159 -4.329 -1.361
H 1.012 -6.501 -1.347
H 1.574 4.922 -1.692
H 2.373 4.028 3.342
H -1.583 -1.293 1.440
H 1.684 1.739 4.825
H -5.880 1.901 -2.655
H 1.962 3.255 -2.103
H -2.706 -1.417 -1.792
*
```


Number 1: molar mass 1058.463 g/mol. Number 2: molar mass 200.281 g/mol. Number 3: molar mass 606.630 g/mol.